Version one
Molecular formula: H3N3O2S
Method: DFT, wB97M-V/def2-TZVPD

Geometry as XYZ:
```
9
Properties=species:S:1:pos:R:3:lowdin_charge:R:1
H -1.33444 -1.54515 1.11471 0.0159
N -0.80120 -0.92295 0.63649 -0.0183
N -1.25940 0.01956 0.02546 -0.5282
S -2.88333 0.34653 -0.12001 0.7248
H -2.68002 1.53247 -0.87697 -0.0843
O 3.41612 1.02651 -0.64945 0.0100
N 2.26172 0.80913 -0.43341 -0.0602
O 2.10790 -0.52473 0.11914 -0.0587
H 1.17265 -0.74137 0.18402 -0.0010
```

## Properties
HOMO-LUMO gap = 9.9 eV
LUMO level = 0.04 eV

Version two
Molecular formula: H3N3O2S
Method: DFT, wB97M-V/def2-TZVPD

Geometry as XYZ:
```
9
Properties=species:S:1:pos:R:3:lowdin_charge:R:1
N 2.33009 -1.13439 0.11603 -0.1767
N -1.47644 -0.78183 -0.26515 -0.2046
N -1.75249 0.38004 -0.01462 -0.4958
O -2.83635 0.89402 0.08601 0.0380
O -0.63179 1.24856 0.13392 0.0078
S 0.23942 -1.46955 -0.06069 0.7609
H 2.60711 -1.04848 -0.85975 -0.0282
H 2.47579 -0.23979 0.57170 -0.0211
H -0.95536 2.15142 0.29256 0.1198
```

## Properties
HOMO-LUMO gap = 7.4 eV
LUMO level = -1.97 eV

Version three
Molecular formula: H3N3O2S
Method: DFT, wB97M-V/def2-TZVPD

Geometry as XYZ:
```
9
Properties=species:S:1:pos:R:3:lowdin_charge:R:1
N -2.16189 0.93814 0.13900 -0.3945
N 1.55599 0.87040 -0.06031 -0.0257
N 1.79459 -0.30309 -0.02768 -0.5180
O 2.84615 -0.86572 0.05189 0.0151
O 0.73515 -1.32482 -0.07110 -0.0021
S -0.55551 1.56042 0.06035 0.7750
H -2.43010 0.27188 -0.59952 0.0383
H -2.80765 0.97407 0.95296 0.0532
H 1.02327 -2.12129 -0.44559 0.0587
```

## Properties
HOMO-LUMO gap (alpha / beta) = 7.4 / 7.6 eV
LUMO level (alpha / beta) = -1.81 / -1.72 eV

version one takes first place; second place is 166.1 kJ/mol up.